A single C10H19N3S molecule in a non-equilibrium geometry. Source: OMol25; level of theory: ωB97M-V with the def2-TZVPD basis set.

Last column: Löwdin charge in e.
CARTESIAN COORDINATES (ANGSTROEM)
S -2.51569 2.19043 -0.74761  0.58
N -1.10115 0.04330 -1.30221  -0.05
N -3.83573 -0.13381 1.02628  -0.13
N -2.85244 -0.48869 0.08185  -0.07
C 2.34365 1.82428 0.87996  -0.16
C 3.92746 -0.03982 -0.08123  -0.24
C 3.32861 1.47562 -0.33034  -0.18
C -0.55458 -1.24444 -1.16517  -0.22
C 0.24939 -1.38846 0.10601  -0.19
C 2.75176 -0.84540 -0.47340  -0.21
C 1.38912 -0.45792 0.26826  -0.29
C -5.28344 -0.23826 0.44849  -0.08
C 1.39733 0.56118 1.07449  -0.07
C -2.20687 0.53788 -0.65647  -0.83
H -0.37231 -1.17131 0.93956  0.08
H 3.05015 1.39569 -1.49197  0.14
H 4.29546 -0.35568 0.93253  0.12
H 2.72673 -1.02234 -1.63479  0.13
H 1.59322 2.62106 0.74682  0.10
H -5.58154 -1.29867 0.23268  0.08
H 0.55107 0.65129 1.86957  0.14
H 3.07296 2.06466 1.78101  0.14
H -0.48026 0.87521 -1.46772  0.13
H 4.14404 2.24040 -0.18895  0.09
H 2.88060 -1.95783 -0.05797  0.14
H -5.39247 0.38540 -0.40700  0.04
H -1.37975 -1.91348 -1.07596  0.10
H 0.17983 -1.39841 -1.98963  0.14
H 4.93186 -0.10765 -0.62317  0.12
H -2.31710 -1.33843 0.46280  0.15
H 0.61096 -2.49667 0.35040  0.16
H -5.92579 0.12357 1.27766  0.07
H -3.62508 0.90731 1.21521  0.08

Computed properties:
- maximum force (eV/Å) = 4.42
- energy above the lowest of the compared OMol25 structures with the same formula, charge and spin (kJ/mol) = 413.3
- SMILES string = CNNC(=S)NCCC1=CCCCC1
- Kohn-Sham gap (Eh) = 0.338
- E_HOMO (eV) = -8.5
- 2S+1 = 1

=====

A molecular structure, C32H41Cl3F2N3O2OsSi4Te. Source: OMol25; level of theory: ωB97M-V with the def2-TZVPD basis set.

Last column: Löwdin charge in e.
CARTESIAN COORDINATES (ANGSTROEM)
Os 1.51924 1.37691 0.12608  1.18
Te 0.14142 0.61921 -1.94580  0.74
Cl 5.92259 3.62285 -5.37321  0.70
Cl 4.70142 -0.79131 -2.54557  0.73
Cl 2.79312 4.00655 -1.01180  0.74
Si -1.58926 -2.51345 -2.78263  0.31
Si -1.96760 -0.69273 -1.32217  0.18
Si -3.80086 0.59102 -2.08255  0.33
Si -2.18369 -1.40664 0.90745  0.35
F -2.94078 4.47780 0.49417  0.08
F -0.16567 4.27610 4.22177  0.09
O 1.58265 -1.37230 5.02233  0.07
O 3.23847 1.06544 -0.83875  -0.40
N 1.80213 -0.82408 0.98001  -0.04
N 2.47757 1.90471 1.93810  -0.07
N 1.58304 -3.62924 4.86064  0.19
C -1.95349 -0.01919 2.13871  -0.19
C -0.43671 3.87433 2.96914  -0.20
C -4.52387 1.58314 -0.67308  -0.20
C -1.58341 4.37370 2.38967  0.09
C -3.93523 -2.06921 1.00952  -0.20
C 1.59479 -1.07489 2.27179  -0.10
C 2.20895 2.73694 4.14121  0.03
C 5.23081 1.50787 -3.84955  -0.12
C -1.74912 -1.92979 -4.55297  -0.21
C -5.08524 -0.62538 -2.69560  -0.21
C 3.46628 2.26148 4.46446  -0.01
C 3.70276 1.45832 2.24670  -0.10
C 2.53964 -3.24985 2.08925  0.01
C 2.38728 -1.76543 0.22891  -0.14
C 5.12234 2.87675 -4.03426  -0.66
C 1.67473 -2.37935 4.34920  -0.50
C -3.23300 1.70944 -3.46975  -0.22
C -1.00785 -2.82624 1.26149  -0.19
C 4.58577 0.92195 -2.77784  -0.57
C 1.93751 -2.27537 2.87105  -0.12
C 4.37702 3.65446 -3.16566  -0.12
C -1.05117 3.09458 0.39833  -0.08
C 2.76883 -2.98875 0.74728  -0.02
C -1.85244 3.97951 1.09565  -0.27
C 3.82805 1.66680 -1.86784  -0.47
C 0.43427 3.01504 2.30838  -0.13
C 0.10659 2.59637 0.99270  -0.32
C 3.74207 3.04232 -2.10089  -0.57
C 1.72412 2.56192 2.84821  -0.19
C -2.86057 -3.83486 -2.40013  -0.20
C 0.13120 -3.20654 -2.50032  -0.22
C 4.23961 1.62687 3.50139  -0.02
H -1.28145 -3.70379 0.67203  0.03
H -4.12051 -2.83794 0.25625  0.02
H -5.98149 -0.08112 -3.00455  0.04
H 2.57231 -1.50510 -0.80507  0.06
H 0.03107 -2.58224 1.03555  -0.01
H -0.95737 0.42409 2.07400  -0.01
H 1.46964 -4.43829 4.27758  0.10
H 2.85784 -4.19220 2.51734  0.12
H 3.25108 -3.71450 0.10800  0.12
H -1.33823 2.82359 -0.60847  0.06
H 0.26901 -3.52898 -1.46655  0.01
H -4.73439 -1.20122 -3.55378  0.02
H -2.67523 0.78184 1.96364  0.03
H 4.28930 4.72072 -3.31485  0.11
H -4.94911 0.93078 0.09174  0.02
H -1.02926 -1.14366 -4.78878  0.03
H -2.74989 -1.54569 -4.76094  0.02
H 5.23094 1.25853 3.71992  0.12
H -2.76034 -4.20235 -1.37683  0.02
H -5.32966 2.21935 -1.04837  0.05
H 1.36832 -3.71533 5.84055  0.12
H -4.10412 -2.52081 1.99051  0.04
H 0.29208 -4.07214 -3.14836  0.04
H -5.37978 -1.32612 -1.91151  0.03
H 1.60478 3.22863 4.88375  0.12
H -4.67722 -1.28024 0.87709  0.02
H -1.56503 -2.76255 -5.23639  0.04
H -3.78883 2.23043 -0.19707  0.00
H -2.72716 -4.68686 -3.07139  0.04
H -3.87921 -3.46662 -2.52875  0.02
H -1.07456 -3.10363 2.31738  0.04
H -4.09698 2.21980 -3.90307  0.04
H 0.90322 -2.47204 -2.73902  0.01
H -2.22664 5.05769 2.92360  0.14
H -2.54010 2.47629 -3.11708  0.02
H 1.13739 -0.30072 2.87560  0.12
H 4.23447 0.95720 1.44779  0.12
H 5.80776 0.90298 -4.53385  0.11
H -2.73997 1.15019 -4.26709  0.02
H -2.09976 -0.39245 3.15568  0.05
H 3.84272 2.38672 5.47054  0.12

Computed properties:
- maximum force (eV/Å) = 0.23
- energy above the lowest of the compared OMol25 structures with the same formula, charge and spin (kJ/mol) = 0.0
- Kohn-Sham gap (spin up / spin down) (Eh) = 0.292 / 0.215
- E_HOMO (spin up / spin down) (eV) = -10.6 / -10.7
- 2S+1 = 5
- charge = +1

=====

A molecular structure, C14H5N3O11Tc. Source: OMol25; level of theory: ωB97M-V with the def2-TZVPD basis set.

Last column: Löwdin charge in e.
CARTESIAN COORDINATES (ANGSTROEM)
Tc -0.36794 0.06558 -0.24969  1.77
O -0.31099 0.81457 6.64514  -0.01
O 3.53608 0.99020 -0.62821  0.11
O -1.02809 1.78478 -0.30020  -0.23
O -1.42724 2.71644 6.02744  -0.01
O 5.11300 -3.82782 -4.05978  0.11
O 3.30927 -5.00473 -4.16934  0.11
O -0.79708 -1.61936 -0.84610  -0.22
O 5.28065 0.13348 -1.54947  0.11
O 1.43662 -0.46361 -0.33071  -0.21
O -1.90094 3.54568 0.82131  0.22
O -0.70761 -3.64548 -1.77658  0.19
N 4.11348 0.11230 -1.23075  -0.33
N -0.28624 0.59314 1.72846  -0.07
N 3.95889 -4.06091 -3.77807  -0.35
C 3.26828 -3.08425 -2.90609  -0.10
C -0.57740 1.30138 4.37012  -0.04
C 3.32612 -1.07477 -1.65153  -0.03
C 3.96408 -1.98296 -2.46344  0.11
C -0.88216 1.76245 2.05879  -0.17
C -1.34838 2.51305 0.87163  -0.44
C 1.99491 -1.25834 -1.26524  -0.20
C -1.04080 2.14853 3.35637  0.10
C -0.13727 -2.65235 -1.48918  -0.46
C 0.04649 0.11436 4.00877  0.04
C -0.77107 1.67686 5.88533  -0.68
C 1.95145 -3.28803 -2.57801  0.10
C 0.18300 -0.22602 2.68233  -0.06
C 1.30190 -2.36527 -1.77432  -0.05
H 0.66923 -1.13572 2.35306  0.12
H -1.51900 3.08894 3.60403  0.15
H 0.41622 -0.53177 4.79557  0.13
H 1.41647 -4.15181 -2.94652  0.15
H 4.99434 -1.82494 -2.74524  0.14

Computed properties:
- maximum force (eV/Å) = 0.69
- energy above the lowest of the compared OMol25 structures with the same formula, charge and spin (kJ/mol) = 0.0
- Kohn-Sham gap (spin up / spin down) (Eh) = 0.158 / 0.172
- E_HOMO (spin up / spin down) (eV) = -8.7 / -8.7
- 2S+1 = 2

=====

A single C4H6N2O molecule in a non-equilibrium geometry. Source: OMol25; level of theory: ωB97M-V with the def2-TZVPD basis set.

Last column: Löwdin charge in e.
CARTESIAN COORDINATES (ANGSTROEM)
O -1.34634 -0.63906 0.16771  -0.07
N 1.61847 1.06250 0.05496  -0.07
N 0.31995 1.02304 -0.03493  0.03
C -2.32325 0.40908 0.08988  -0.07
C 1.01478 -1.16459 0.09516  -0.01
C 2.12468 -0.33985 0.00411  -0.14
C -0.05868 -0.26325 0.08904  -0.38
H -2.24164 0.95247 -0.85966  0.09
H -3.29239 -0.09449 0.15504  0.09
H 3.18198 -0.54602 0.15849  0.11
H 0.96856 -2.24380 0.15087  0.11
H -2.20754 1.11870 0.91845  0.09
H 2.24141 0.72527 -0.98914  0.21

Computed properties:
- maximum force (eV/Å) = 4.72
- energy above the lowest of the compared OMol25 structures with the same formula, charge and spin (kJ/mol) = 357.9
- SMILES string = COc1cc[nH]n1
- Kohn-Sham gap (Eh) = 0.381
- E_HOMO (eV) = -9.4
- 2S+1 = 1

=====

9 unconnected molecules or ions with the total composition C53H125N7O13 in a non-equilibrium geometry. Source: OMol25; level of theory: ωB97M-V with the def2-TZVPD basis set.

Last column: Löwdin charge in e.
CARTESIAN COORDINATES (ANGSTROEM)
O -1.33974 3.55825 -7.55008  -0.21
O -4.18105 2.14731 5.21667  -0.20
O -0.32686 -4.37299 -0.21233  0.00
O 6.60789 -0.13510 4.33910  -0.19
O -0.05746 4.67084 -0.32780  -0.18
O 0.28990 -1.57951 0.00044  -0.16
O -1.16988 2.64133 5.98480  -0.01
O 0.68728 -0.32990 -4.93036  -0.04
O 4.03530 -5.22164 1.60038  -0.22
O 2.74595 -0.50602 0.74314  -0.15
O -3.22507 1.34759 -3.32468  -0.17
O -3.80385 -3.22910 2.95946  -0.16
O -3.35301 7.83255 2.48526  -0.17
N -4.26010 -0.05870 2.91156  -0.04
N -0.43329 1.47620 5.87005  -0.13
N -0.75571 -4.97875 -1.39474  -0.12
N -1.54074 1.01728 -5.68571  -0.08
N -2.72167 5.11753 1.44657  -0.07
N 4.20483 -2.20705 2.38332  -0.07
N 1.83983 0.24325 -5.51618  -0.09
C -2.22598 -4.87306 -1.64914  -0.47
C -2.69287 -5.72228 -2.84678  -0.14
C -1.79970 -5.69441 -4.04314  -0.21
C 3.72856 0.02379 -7.19653  -0.14
C 4.60794 0.79001 -6.23264  -0.20
C -4.32520 -2.42292 1.92073  -0.24
C -4.05465 5.73324 1.36998  -0.19
C -2.93934 -5.33351 -0.37436  -0.04
C 0.68603 2.25388 3.78474  -0.05
C 2.60304 1.07675 -4.57580  -0.47
C -4.85149 3.29109 5.75599  -0.09
C 0.47377 -3.58979 -3.00558  -0.03
C -4.06480 8.79646 1.74353  -0.15
C 6.08032 -0.73652 3.10213  -0.18
C 1.48009 -0.96159 -7.59797  -0.04
C 0.07959 -0.82849 6.68639  -0.13
C -4.22735 6.67809 2.59267  -0.20
C -3.96807 2.28807 3.83030  -0.23
C -3.11664 1.67122 -1.88363  -0.07
C 2.92342 -4.27936 1.93913  -0.14
C -0.59590 2.33004 -7.75787  -0.18
C 1.68750 2.25936 -4.03767  -0.01
C -2.57431 -3.39302 -1.94291  -0.03
C 4.57265 -6.06305 2.68544  -0.08
C -2.46457 0.14652 -3.61878  -0.20
C 2.97475 -1.98184 -5.83083  -0.02
C -0.69379 0.52854 6.99615  -0.44
C -0.61060 4.71094 -7.99533  -0.10
C -0.34289 -5.87642 -3.72152  -0.12
C 3.16544 0.25940 -3.41456  -0.03
C 1.33018 4.58410 -0.14763  -0.11
C 1.54915 0.19182 4.99797  -0.12
C 4.78794 -1.44294 3.47548  -0.20
C 3.81859 1.73251 -5.32981  -0.12
C -0.33859 -0.32205 -0.31204  -0.11
C 3.34199 -3.19133 2.96212  -0.22
C -2.34558 -0.04392 -5.13634  -0.19
C -0.84260 3.84548 0.50542  -0.21
C 3.12836 0.87697 0.90583  -0.11
C 1.46272 -5.65187 -2.05752  -0.04
C -2.33825 4.12841 0.41282  -0.19
C -2.17129 0.09007 7.00175  -0.04
C 0.89999 1.64054 5.22726  -0.42
C -1.35789 1.09620 -7.15240  -0.15
C -0.20250 1.11844 8.34992  -0.02
C 1.53681 -0.64755 6.26575  -0.20
C 7.83889 0.50205 4.14471  -0.13
C 2.53045 -0.66149 -6.48494  -0.46
C -4.57035 -4.39928 3.19583  -0.11
C -3.30890 1.04432 3.13974  -0.18
C -3.75349 -1.02756 1.90381  -0.20
C 1.77369 2.72267 5.98103  -0.02
C 0.17656 -4.98575 -2.54264  -0.49
H -1.87271 1.89981 -5.32371  0.12
H -4.14388 6.21710 0.39734  0.11
H -2.11766 1.81988 -1.47370  0.07
H -1.36601 -0.49056 -0.63471  0.06
H 4.02502 -0.67918 3.62621  0.10
H -5.28269 3.07009 6.73237  0.08
H -5.73219 3.57813 5.18146  0.09
H 3.44258 2.59117 -5.88605  0.11
H -5.40298 -2.26589 1.87803  0.13
H -4.08395 -5.15723 3.80986  0.09
H -1.93034 -1.04723 -5.23140  0.12
H 4.26891 -0.80712 -7.65010  0.12
H -4.94234 2.26251 3.34219  0.11
H -2.72531 -1.26340 2.17828  0.11
H -2.87766 -0.74954 -3.15560  0.11
H -5.27257 6.98612 2.61994  0.11
H 2.81584 -2.82813 -6.49914  0.08
H -0.25306 -3.45684 -0.48949  0.03
H -2.49173 -0.40383 7.91908  0.09
H -4.82645 -4.85767 2.24064  0.07
H -3.48287 3.22275 3.54913  0.11
H 2.43285 1.50169 0.34540  0.07
H -4.19736 4.14378 5.93802  0.09
H 1.34139 2.82844 -4.90048  0.06
H -3.63720 -3.19029 -1.81155  0.09
H 6.68616 -1.56585 2.73708  0.12
H 2.24168 -5.67452 -2.81962  0.08
H -0.96681 0.14114 -7.50314  0.09
H 3.68478 0.85335 -2.66250  0.08
H 0.35815 2.44714 -7.24389  0.10
H 5.40453 1.27263 -6.79888  0.11
H 0.54027 -1.30716 -7.16738  0.07
H 1.32752 -0.11284 -8.26464  0.07
H -4.00506 -5.48654 -0.54444  0.09
H -2.48414 -6.27590 -0.06971  0.09
H -0.58990 4.75742 -9.08414  0.09
H 0.13614 3.17582 3.97380  0.07
H 0.79038 1.94482 -3.50445  0.07
H 0.63385 -2.79007 -2.28245  0.08
H 2.06210 -4.80162 2.35563  0.12
H 2.47919 -2.08154 -4.86513  0.06
H 0.28902 -5.69737 -4.59142  0.12
H -2.64142 0.66836 3.91512  0.10
H 3.05656 1.20425 1.94305  0.06
H 0.12796 -1.50111 7.54274  0.12
H 2.39819 -2.78442 3.32510  0.12
H 3.07937 -1.05086 1.45978  0.02
H 2.67652 2.86958 5.38823  0.07
H -0.43828 0.45970 9.18572  0.08
H -3.34358 0.01851 -5.57016  0.12
H 1.35364 3.71991 6.11205  0.08
H 4.05186 -1.93908 -5.66927  0.07
H -2.56941 4.59737 -0.54360  0.12
H -2.36711 1.03637 -7.55984  0.11
H 5.10602 -2.14228 4.24868  0.13
H -4.87480 9.32250 2.24878  0.09
H 7.79770 1.39630 3.52283  0.08
H 4.18551 0.97779 0.66011  0.07
H -4.48381 -0.45384 3.81373  0.11
H 5.17430 0.09566 -5.61199  0.10
H -1.95204 -4.78099 -4.61808  0.10
H -1.88775 2.41451 5.38913  0.06
H -5.57436 -4.26996 3.59998  0.08
H 1.66781 4.49985 0.88533  0.09
H 5.99713 0.00376 2.30642  0.12
H 2.37619 2.88582 -3.47078  0.07
H -0.14273 0.26204 0.58717  0.07
H 5.39771 -6.67024 2.31303  0.08
H -0.43342 2.13655 -8.81818  0.12
H 3.49277 0.77386 -7.95145  0.12
H -2.26119 -3.18345 -2.96572  0.06
H 2.62078 -3.82383 0.99626  0.11
H -3.28394 9.55677 1.76059  0.09
H -1.45611 0.22946 -3.21352  0.10
H 1.93224 -5.17394 -1.19773  0.07
H 0.87502 1.26047 8.26698  0.06
H 0.13232 0.10909 -1.19548  0.07
H -0.66124 2.04011 8.70796  0.08
H -4.76580 4.92782 1.55344  0.11
H -2.79735 0.98233 7.00371  0.06
H 0.96519 -0.33615 4.24409  0.11
H 0.18075 1.58262 3.09034  0.07
H -2.91776 3.20809 0.48551  0.09
H 2.08943 -1.58180 6.16623  0.10
H 4.97507 -2.69035 1.94373  0.12
H 8.32934 -0.23218 3.50560  0.08
H -0.19295 -3.22114 -3.78512  0.08
H 1.68262 3.73635 -0.73517  0.07
H -2.82505 -6.73013 -2.45327  0.12
H -2.47732 -0.48008 6.12461  0.08
H 2.07675 -0.11947 7.05169  0.10
H -4.05399 -2.84154 0.95155  0.10
H -3.69866 2.51590 -1.51501  0.07
H -4.04789 6.13035 3.51780  0.11
H 1.79320 -1.82304 -8.18785  0.08
H -3.58437 0.82903 -1.37370  0.08
H -3.65306 -5.47758 -3.30095  0.12
H 8.45503 0.68134 5.02580  0.09
H 1.23550 -1.53526 0.16011  0.04
H -1.95706 -2.71266 -1.35619  0.06
H 4.55494 2.05791 -4.59496  0.11
H 1.44205 -3.66670 -3.50018  0.07
H 1.61950 2.45871 3.26054  0.06
H -0.03108 0.17288 -5.32122  0.01
H -4.33238 8.61913 0.70187  0.09
H -1.05336 5.59357 -7.53379  0.08
H 1.81997 5.43691 -0.61766  0.09
H -2.73688 1.40443 2.28463  0.11
H -2.71936 -4.66798 0.46037  0.07
H 2.34650 -0.17110 -2.83827  0.07
H 0.35844 4.70365 -7.49632  0.08
H -2.15513 -6.46223 -4.73033  0.11
H -2.00280 5.82527 1.39728  0.11
H 4.98662 -5.46713 3.49884  0.07
H 3.74102 -6.72109 2.93738  0.08
H -3.67678 -0.54887 0.92756  0.11
H -0.43253 3.88972 1.51438  0.11
H -0.65179 2.84079 0.12821  0.10
H 3.85239 -0.51169 -3.76330  0.07
H -0.38748 -1.36700 5.86179  0.11
H 3.76179 -3.64884 3.85797  0.10
H 1.29108 -6.69180 -1.77968  0.09
H -0.13109 -6.93343 -3.56039  0.12
H 2.06330 2.39657 6.97997  0.06
H 2.55510 0.44273 4.66153  0.09

Computed properties:
- maximum force (eV/Å) = 3.78
- SMILES string = CC1(C)CCCC(C)(C)N1O.CC1(C)CCCC(C)(C)N1O.CC1(C)CCCC(C)(C)N1O.COCCNCCOC.COCCNCCOC.COCCNCCOC.COCCNCCOC.CO.CO
- Kohn-Sham gap (Eh) = 0.298
- E_HOMO (eV) = -7.5
- 2S+1 = 1

=====

Number 1: total energy -954.7519 Eh. Number 2: total energy -4655.6426 Eh. Number 3: total energy -1608.9717 Eh. Number 4: total energy -340.6586 Eh. Number 5: total energy -3455.3025 Eh.